Entry 1:
The following is a DFT calculation (ωB97M-V/def2-TZVPD) of a molecular structure, C19H24N2OS in a non-equilibrium geometry.

XYZ file:
```
47
Properties=species:S:1:pos:R:3:lowdin_charge:R:1
C -5.1659 -0.3270 0.6404 -0.22
H -5.8165 -0.9874 0.9854 -0.06
H -4.5574 0.3270 1.3107 0.06
H -5.6220 0.3000 -0.2010 0.06
S -3.9993 -1.6051 -0.4106 0.89
C -2.7639 -0.4315 -0.6737 -0.70
C -2.8758 0.9114 -0.4990 0.01
C -1.7089 1.8227 -1.1396 0.05
C -0.5549 1.2349 -1.5197 -0.19
C -0.4056 -0.2243 -1.5179 -0.01
C -1.5940 -0.7496 -1.1506 -0.23
H -1.5913 -1.9288 -1.3339 0.13
H 0.4892 -0.8423 -1.9440 0.15
C 0.7365 2.1209 -1.7015 -0.25
N 1.6160 2.0742 -0.7241 -0.23
C 2.8382 2.6122 -0.8569 -0.19
H 3.6181 2.4548 -0.0747 0.10
H 3.2986 1.9774 -1.6945 0.10
H 2.9438 3.7884 -1.4071 0.16
C 1.0070 2.8479 0.6447 0.06
H 1.7911 3.1375 1.0992 0.03
C 0.0187 2.0040 1.5405 -0.58
O -0.7824 2.4623 2.1098 0.20
N 0.4734 0.6775 1.5624 0.04
H 1.2055 0.5316 0.4372 0.26
C -0.0675 -0.4042 2.0828 -0.34
H -0.5500 -0.1797 3.0074 0.12
H -0.9458 -0.6502 1.4577 0.12
C 0.7439 -1.6048 2.5155 -0.10
C 1.3473 -2.2166 1.1923 -0.29
C 0.5700 -3.0371 0.4227 -0.04
C 0.9344 -3.6861 -0.8719 0.04
C 2.1628 -3.1645 -1.3169 -0.19
C 2.8718 -2.3702 -0.7195 -0.14
C 2.4544 -1.8005 0.5282 -0.06
H 3.1384 -0.7915 1.0619 0.19
H 3.8350 -1.8797 -1.3222 0.18
H 2.4456 -3.5808 -2.0252 0.00
H 0.3532 -4.3727 -1.2209 0.04
H -0.4700 -3.3744 1.0239 0.17
H 0.3835 -2.3939 3.1633 0.10
H 1.5218 -1.1043 3.2228 0.14
H 0.3648 3.6461 0.2519 0.13
H 0.3628 2.9064 -2.0252 0.04
H 1.1553 1.6295 -2.6370 0.16
H -1.6065 2.8136 -0.9730 0.07
H -3.6033 1.4271 -0.3002 -0.02
```

**Energy above the lowest of the compared OMol25 structures with the same formula, charge and spin**: 351.71 kcal per mole
**E**: -35941.236 eV
**Multiplicity**: 1

Entry 2:
The following is a DFT calculation (ωB97M-V/def2-TZVPD) of a single C19H24N4O3 molecule.

XYZ file:
```
50
Properties=species:S:1:pos:R:3:lowdin_charge:R:1
C -3.5020 -2.8906 2.5464 -0.10
C -2.1846 -2.2749 2.6711 -0.08
C -1.1064 -1.7555 2.7453 -0.03
C 0.1765 -1.0570 2.7251 -0.13
C 0.1145 0.1868 1.8219 -0.22
N -0.4162 -0.1143 0.5065 0.10
C -1.7690 -0.0237 0.2885 -0.43
O -2.5102 0.7100 0.9203 0.07
C -2.2613 -0.8671 -0.8107 -0.16
N -1.4650 -1.7223 -1.5171 0.13
C -2.2361 -2.3307 -2.3770 -0.13
N -3.5346 -1.9081 -2.2645 0.01
C -4.6654 -2.2839 -2.9557 -0.04
C -5.8450 -1.7152 -2.6392 -0.07
C -5.9226 -0.7336 -1.5993 -0.07
C -4.8121 -0.3594 -0.9189 0.01
C -3.5682 -0.9586 -1.2519 -0.12
C 1.4777 0.8720 1.7682 -0.44
O 2.2301 0.8478 2.7295 0.06
N 1.7541 1.5256 0.6225 0.12
C 3.0115 2.2239 0.4189 -0.30
C 2.7519 3.4163 -0.4811 -0.21
O 2.2716 2.9223 -1.7295 -0.05
C 4.0808 1.2701 -0.1156 -0.17
C 5.4637 1.8951 -0.2488 -0.26
C 6.5205 0.8635 -0.6242 -0.11
H -4.1479 -2.2682 1.9243 0.07
H -3.4301 -3.8761 2.0855 0.08
H -3.9779 -3.0039 3.5205 0.07
H 0.4807 -0.7455 3.7233 0.12
H 0.9596 -1.7286 2.3605 0.13
H -0.5806 0.9035 2.2657 0.16
H 0.0156 -0.8835 0.0080 0.13
H -1.9354 -3.0741 -3.0966 0.13
H -4.5312 -3.0294 -3.7253 0.13
H -6.7315 -2.0105 -3.1809 0.10
H -6.8808 -0.2920 -1.3630 0.10
H -4.8212 0.3762 -0.1283 0.11
H 1.1169 1.4389 -0.1540 0.13
H 3.3297 2.5975 1.3952 0.15
H 2.0061 4.0633 -0.0094 0.13
H 3.6737 3.9889 -0.6162 0.11
H 1.9627 3.6600 -2.2615 0.09
H 4.1317 0.4261 0.5776 0.12
H 3.7535 0.8774 -1.0822 0.12
H 5.4465 2.6836 -1.0061 0.10
H 5.7378 2.3749 0.6964 0.12
H 7.5066 1.3178 -0.7262 0.07
H 6.5878 0.0823 0.1351 0.07
H 6.2737 0.3827 -1.5730 0.07
```

**Energy above the lowest of the compared OMol25 structures with the same formula, charge and spin**: 66.68 kcal per mole
**E**: -32195.324 eV
**Multiplicity**: 1
**SMILES**: CC#CC[C@H](NC(=O)c1ncn2ccccc12)C(=O)N[C@H](CO)CCC

Entry 3:
The following is a DFT calculation (ωB97M-V/def2-TZVPD) of a single C19H24N4O3S2 molecule.

XYZ file:
```
52
Properties=species:S:1:pos:R:3:lowdin_charge:R:1
C 3.2124 2.3460 0.1835 -0.10
C 2.1148 2.7141 -0.8069 -0.26
C 1.1206 1.5686 -0.9822 -0.28
C 0.0623 1.8999 -2.0209 -0.46
S -1.1100 0.5153 -2.2440 1.02
C -2.1956 0.7982 -0.9251 -0.64
N -2.0539 1.8830 -0.1781 0.12
C -2.9230 2.0732 0.8084 -0.32
C -2.7648 3.3201 1.6136 -0.02
C -3.9268 1.1488 1.0803 -0.04
C -3.9582 0.0262 0.2592 -0.59
S -5.0630 -1.3050 0.5677 0.97
C -4.5371 -2.4593 -0.7369 -0.35
C -3.0273 -2.5632 -0.9247 -0.58
O -2.5293 -2.7508 -2.0022 0.08
N -2.3208 -2.5543 0.2534 0.02
N -0.9925 -2.3434 0.2187 0.05
C -0.3674 -1.9933 1.2725 -0.06
C 1.0454 -1.7021 1.2788 -0.15
C 1.6384 -1.3472 2.4957 -0.06
C 2.9746 -1.0290 2.5543 -0.09
C 3.7336 -1.0637 1.3975 -0.01
C 3.1790 -1.4073 0.1695 -0.22
O 4.0589 -1.3574 -0.8706 -0.08
C 3.7235 -1.8705 -2.1433 -0.07
C 1.8095 -1.7343 0.0936 -0.20
O 1.2607 -2.0480 -1.0941 0.04
N -3.1214 -0.1374 -0.7469 0.04
H 3.8994 3.1780 0.3191 0.07
H 3.7754 1.4879 -0.1747 0.06
H 2.7846 2.0888 1.1501 0.07
H 1.5842 3.6025 -0.4568 0.11
H 2.5635 2.9543 -1.7734 0.11
H 1.6551 0.6693 -1.2897 0.09
H 0.6343 1.3604 -0.0265 0.11
H -0.5237 2.7703 -1.7323 0.07
H 0.5083 2.0571 -3.0021 0.08
H -2.8690 3.1072 2.6749 0.08
H -1.7928 3.7627 1.4165 0.08
H -3.5386 4.0338 1.3331 0.09
H -4.6266 1.2752 1.8883 0.11
H -4.9752 -2.1456 -1.6839 0.09
H -4.9481 -3.4280 -0.4483 0.09
H -2.8189 -2.3906 1.1321 0.12
H -0.8929 -1.8819 2.2301 0.13
H 1.0299 -1.3269 3.3877 0.11
H 3.4337 -0.7556 3.4913 0.10
H 4.7833 -0.8175 1.4153 0.12
H 2.9400 -1.2847 -2.6274 0.09
H 4.6429 -1.8005 -2.7247 0.09
H 3.4066 -2.9133 -2.0864 0.10
H 0.3020 -2.2299 -0.9831 0.07
```

**Energy above the lowest of the compared OMol25 structures with the same formula, charge and spin**: 42.13 kcal per mole
**E**: -53865.723 eV
**Multiplicity**: 1
**SMILES**: CCCCSc1nc(C)cc(SCC(=O)N/N=C/c2cccc(OC)c2O)n1

Entry 4:
The following is a DFT calculation (ωB97M-V/def2-TZVPD) of a single C19H24N4O4 molecule.

XYZ file:
```
51
Properties=species:S:1:pos:R:3:lowdin_charge:R:1
C -3.8879 -0.5818 -2.4346 -0.07
C -3.0601 -0.3599 -1.1688 -0.28
O -2.1108 -1.3631 -0.9027 -0.16
C -2.6577 -2.6212 -0.5608 -0.22
C -1.5164 -3.5996 -0.2938 -0.14
C -0.9549 -3.5165 1.1286 -0.17
N -0.4523 -2.2039 1.4630 0.08
C 0.6857 -1.7357 0.9333 -0.43
O 1.4295 -2.3692 0.2179 0.09
C 0.9971 -0.2859 1.4114 -0.15
N -0.0009 0.6527 0.9353 0.15
C -1.1922 0.8484 1.5078 -0.44
O -1.6412 0.1777 2.4299 0.05
C -1.9553 1.9922 0.9242 -0.19
C -3.2238 2.3235 1.4011 -0.06
N -3.9211 3.3192 0.8821 0.09
C -3.3595 4.0002 -0.1050 -0.11
C -2.0877 3.6877 -0.5732 -0.10
N -1.3918 2.6862 -0.0641 0.13
C 2.3611 0.1425 0.9532 -0.19
C 3.3716 0.4302 1.8624 -0.02
C 4.6233 0.8054 1.4245 0.00
C 4.8977 0.8952 0.0590 -0.27
O 6.1648 1.2712 -0.2682 -0.08
C 6.5161 1.3365 -1.6289 -0.09
C 3.8899 0.6057 -0.8543 -0.01
C 2.6359 0.2330 -0.4033 -0.03
H -4.5933 -1.3995 -2.3113 0.07
H -4.4480 0.3224 -2.6575 0.07
H -3.2301 -0.8058 -3.2707 0.08
H -2.4663 0.5505 -1.2859 0.10
H -3.7312 -0.2347 -0.3034 0.12
H -3.3056 -2.5189 0.3246 0.13
H -3.2699 -3.0022 -1.3898 0.11
H -0.7132 -3.3784 -0.9969 0.12
H -1.8658 -4.6178 -0.4677 0.11
H -1.7241 -3.7773 1.8582 0.12
H -0.1252 -4.2256 1.2110 0.12
H -1.0559 -1.5602 1.9652 0.10
H 0.9411 -0.2995 2.5082 0.16
H 0.2376 1.2409 0.1479 0.13
H -3.6724 1.7687 2.2126 0.12
H -3.9416 4.8094 -0.5230 0.11
H -1.6145 4.2429 -1.3715 0.11
H 3.1778 0.3572 2.9227 0.12
H 5.4146 1.0303 2.1218 0.12
H 7.5654 1.6267 -1.6488 0.09
H 5.9241 2.0877 -2.1623 0.09
H 6.4001 0.3655 -2.1207 0.10
H 4.0694 0.6575 -1.9164 0.10
H 1.8680 -0.0105 -1.1220 0.12
```

**Energy above the lowest of the compared OMol25 structures with the same formula, charge and spin**: 60.76 kcal per mole
**E**: -34243.298 eV
**Multiplicity**: 1
**SMILES**: CCOCCCNC(=O)[C@H](NC(=O)c1cnccn1)c1ccc(OC)cc1

Entry 5:
The following is a DFT calculation (ωB97M-V/def2-TZVPD) of 2 unconnected molecules or ions with the total composition C19H24N4O7 in a non-equilibrium geometry.

XYZ file:
```
54
Properties=species:S:1:pos:R:3:lowdin_charge:R:1
C 6.4810 1.2944 -1.8809 -0.06
O 5.7506 2.5073 -1.6385 -0.08
C 4.4720 2.4056 -1.1243 -0.18
C 3.7090 1.2712 -1.2472 0.07
C 2.3874 1.2082 -0.6796 -0.41
O 1.7758 0.1616 -0.8620 0.02
N 1.8468 2.2773 0.0327 0.02
C 0.5313 2.1296 0.6758 0.01
C 2.5889 3.4830 0.1456 -0.03
C 2.0901 4.6317 0.8175 -0.13
C 2.8507 5.7816 0.9057 -0.23
C 4.1142 5.8663 0.3403 0.01
C 4.6320 4.7566 -0.3259 -0.01
C 3.8883 3.5643 -0.4277 -0.07
O 2.2228 6.7673 1.5933 0.05
C 0.9775 6.1844 2.0045 -0.10
O 0.9052 4.8563 1.4584 0.01
H 6.0875 0.7731 -2.7593 0.09
H 7.5325 1.5308 -2.0702 0.09
H 6.4327 0.6263 -1.0145 0.10
H 4.0500 0.3867 -1.7661 0.12
H 0.1218 1.1209 0.5855 0.07
H 0.6088 2.3398 1.7469 0.10
H -0.1895 2.8188 0.2252 0.10
H 4.6812 6.7873 0.4269 0.12
H 5.6236 4.8265 -0.7644 0.12
H 0.9237 6.1425 3.0969 0.14
H 0.1397 6.7878 1.6421 0.14
C -6.5370 -5.2305 0.8172 -0.05
N -5.2029 -4.6468 0.9434 0.02
C -4.8809 -3.3968 0.5808 -0.47
O -5.7103 -2.6189 0.1173 0.05
C -3.4091 -2.9568 0.7526 -0.19
C -2.9401 -1.8917 -0.2589 -0.05
C -1.5479 -1.3684 0.0410 -0.58
N -0.7296 -1.1861 -0.9673 0.20
O -1.1922 -1.1172 1.1788 0.04
N -2.4329 -4.0565 0.8675 0.11
C -2.1593 -5.0540 0.0235 -0.55
C -2.7211 -5.0808 -1.3865 0.02
O -1.4404 -5.9680 0.3900 0.04
H -7.2158 -4.7570 1.5291 0.09
H -6.9203 -5.0659 -0.1922 0.09
H -6.4984 -6.3030 1.0142 0.09
H -4.4650 -5.2254 1.3175 0.13
H -3.3999 -2.4589 1.7242 0.16
H -2.9772 -2.2963 -1.2665 0.10
H -3.6201 -1.0408 -0.2224 0.13
H -1.0094 -1.3772 -1.9064 0.11
H 0.1953 -0.8126 -0.7584 0.07
H -1.8902 -4.0821 1.7184 0.16
H -3.7897 -4.8878 -1.3929 0.07
H -2.5393 -6.0672 -1.8112 0.09
H -2.2014 -4.3406 -1.9899 0.08
```

**Energy above the lowest of the compared OMol25 structures with the same formula, charge and spin**: 19.48 kcal per mole
**E**: -40386.311 eV
**Multiplicity**: 1
**SMILES**: COc1cc(=O)n(C)c2c3c(ccc12)OCO3.CNC(=O)[C@H](CC(N)=O)NC(C)=O

Entry 6:
The following is a DFT calculation (ωB97M-V/def2-TZVPD) of a molecular structure, C19H24N5O4SeTi.

XYZ file:
```
54
Properties=species:S:1:pos:R:3:lowdin_charge:R:1
Ti -0.0622 0.3832 0.3244 0.69
O 0.7387 3.8377 -1.8804 0.05
C 0.7427 2.7399 -1.3477 -0.57
O -0.2387 2.1625 -0.7425 -0.20
C 2.0026 1.9120 -1.2841 -0.16
C 3.2300 2.2594 -1.8153 0.01
C 4.3008 1.3903 -1.6341 -0.06
C 4.1081 0.2148 -0.9210 0.01
C 2.8462 -0.0564 -0.4221 -0.17
N 1.8274 0.7779 -0.6113 0.05
C 2.4439 -1.2637 0.3833 -0.59
O 3.2421 -2.1437 0.6581 0.05
O 1.1945 -1.2166 0.7089 -0.17
H 3.3193 3.1924 -2.3539 0.12
H 5.2742 1.6306 -2.0423 0.10
H 4.9019 -0.4975 -0.7426 0.12
C -1.3011 -2.6023 1.1695 -0.09
N -1.2789 -1.2395 1.7226 -0.31
C -0.6550 -1.3029 3.0486 -0.09
C -2.6674 -0.7752 1.8177 -0.20
C -2.7494 0.7072 2.0863 -0.20
N -2.1901 1.4850 0.9778 -0.31
C -3.1410 1.5552 -0.1398 -0.12
C -1.9475 2.8559 1.4461 -0.10
H -1.8765 -3.2658 1.8316 0.09
H -0.2835 -2.9692 1.0763 0.09
H -1.7623 -2.5859 0.1850 0.06
H -1.2097 -1.9969 3.6977 0.09
H -0.6222 -0.3188 3.5095 0.07
H 0.3672 -1.6549 2.9308 0.09
H -3.2012 -1.3278 2.6068 0.13
H -3.1515 -1.0084 0.8677 0.11
H -2.1852 0.9571 2.9858 0.11
H -3.7962 0.9968 2.2656 0.13
H -4.0608 2.0686 0.1772 0.09
H -3.3795 0.5609 -0.5083 0.04
H -2.6763 2.1063 -0.9545 0.08
H -2.8833 3.2992 1.8167 0.09
H -1.5615 3.4510 0.6230 0.08
H -1.2097 2.8416 2.2468 0.07
N 1.7666 1.7120 2.6136 0.05
C 0.8829 1.3104 1.8779 -0.16
H 2.7304 1.7480 2.2568 0.06
Se -1.1514 -0.6227 -1.9884 0.69
C -0.8447 -2.4761 -2.2592 -0.69
C -1.8396 -3.2856 -2.8148 -0.15
C -1.5972 -4.6318 -3.0263 -0.19
N -0.4524 -5.2477 -2.7293 0.02
C 0.4976 -4.4720 -2.2018 -0.17
C 0.3592 -3.1166 -1.9572 -0.11
H -2.7999 -2.8595 -3.0767 0.08
H -2.3753 -5.2551 -3.4588 0.09
H 1.4332 -4.9644 -1.9544 0.10
H 1.1786 -2.5651 -1.5202 0.08
```

**E**: -124199.537 eV
**Total charge**: -1
**Multiplicity**: 1

Entry 7:
The following is a DFT calculation (ωB97M-V/def2-TZVPD) of a molecular structure, C19H24N5S5SbTc.

XYZ file:
```
55
Properties=species:S:1:pos:R:3:lowdin_charge:R:1
Tc -1.3575 -0.2911 0.4527 0.97
N 0.1466 -3.7358 3.6551 0.09
C -0.5583 -2.8458 2.9214 -0.78
S -1.6802 -3.6425 1.8595 0.59
N -0.3192 -1.5998 3.1979 0.01
N -0.8784 -0.5656 2.5013 -0.13
C -0.9919 0.5039 3.2129 -0.03
C -1.4183 1.7454 2.5872 -0.24
C -1.6231 2.9047 3.3105 0.02
C -2.0290 4.0437 2.6285 -0.01
C -2.2144 3.9807 1.2594 -0.01
C -2.0012 2.7796 0.6036 -0.16
N -1.6027 1.6838 1.2535 -0.07
H -0.0355 -4.7214 3.5804 0.10
H 0.6532 -3.3944 4.4554 0.12
H -0.7438 0.4616 4.2667 0.14
H -1.4687 2.9084 4.3799 0.13
H -2.1986 4.9677 3.1642 0.13
H -2.5297 4.8443 0.6925 0.12
H -2.1534 2.6740 -0.4599 0.07
S -2.3728 -1.9340 -3.4839 -0.13
Sb -4.2700 -0.7782 -2.6121 0.53
S -3.3741 0.3039 -0.6358 -0.09
S -2.3440 -2.3304 0.4001 0.08
S -3.8683 -3.1340 -2.5645 -0.13
C 1.1301 -3.2853 -0.0511 -0.07
C 2.2354 -2.2335 -0.0283 -0.36
C 2.4043 -1.5150 1.3095 -0.06
C 2.1303 -1.2694 -1.1911 -0.13
C 3.1093 -1.3813 -2.1692 -0.02
C 3.1607 -0.5197 -3.2451 -0.04
C 2.2535 0.5187 -3.3238 -0.02
C 1.2480 0.6988 -2.3815 -0.13
C 0.4418 1.9730 -2.5340 -0.37
C -1.0279 1.7610 -2.8646 -0.09
C 0.7039 2.8995 -1.3445 -0.05
C 1.1496 -0.2572 -1.3381 -0.17
N 0.0872 -0.2237 -0.4079 -0.10
H 1.2594 -3.9876 0.7742 0.07
H 1.1578 -3.8508 -0.9835 0.10
H 0.1400 -2.8399 0.0213 -0.03
H 3.1729 -2.7686 -0.1946 0.13
H 1.5692 -0.8643 1.5461 0.03
H 3.3083 -0.9040 1.2990 0.09
H 2.4966 -2.2414 2.1180 0.08
H 3.8482 -2.1657 -2.0709 0.12
H 3.9256 -0.6340 -4.0015 0.12
H 2.3290 1.2316 -4.1342 0.12
H 0.8733 2.4711 -3.4040 0.13
H -1.5511 1.1845 -2.1109 -0.05
H -1.1290 1.2322 -3.8143 0.09
H -1.5329 2.7251 -2.9652 0.09
H 0.4339 2.4331 -0.3978 0.05
H 0.1429 3.8303 -1.4515 0.08
H 1.7630 3.1537 -1.2869 0.09
```

**Energy above the lowest of the compared OMol25 structures with the same formula, charge and spin**: 4.16 kcal per mole
**E**: -90451.490 eV
**Total charge**: +1
**Multiplicity**: 1

Entry 8:
The following is a DFT calculation (ωB97M-V/def2-TZVPD) of a single C19H24N6O2 molecule in a non-equilibrium geometry.

XYZ file:
```
51
Properties=species:S:1:pos:R:3:lowdin_charge:R:1
C 5.2761 2.7307 -0.6879 -0.01
N 4.4408 1.5793 -0.3867 0.03
C 3.7926 0.9579 -1.4586 -0.38
O 3.9027 1.3498 -2.6042 0.07
C 3.0182 -0.1562 -1.0059 -0.09
N 2.2268 -1.0635 -1.6709 0.19
C 1.7417 -1.9213 -0.7416 -0.30
C 0.7590 -3.0000 -1.0608 -0.12
N -0.6074 -2.6614 -0.6978 -0.15
C -1.0884 -1.4544 -1.3486 -0.17
C -2.5807 -1.2725 -1.0420 -0.16
N -2.8717 -1.2280 0.3767 -0.17
C -2.5133 0.0287 1.0163 -0.16
C -3.3519 1.1559 0.4752 -0.23
C -2.7761 2.3521 0.0720 -0.05
C -3.5628 3.3828 -0.4142 -0.09
C -4.9338 3.2235 -0.5080 -0.10
C -5.5157 2.0297 -0.1126 -0.08
C -4.7300 1.0038 0.3780 -0.04
C -2.3164 -2.4041 1.0134 -0.17
C -0.8200 -2.5971 0.7388 -0.18
N 2.1556 -1.6182 0.4746 0.20
C 2.9477 -0.5324 0.3254 -0.22
N 3.6133 0.1428 1.2983 0.01
C 3.5158 -0.2776 2.6787 0.00
C 4.3919 1.2305 0.9566 -0.44
O 5.0088 1.8590 1.7885 0.08
H 4.9124 3.6032 -0.1459 0.10
H 6.3026 2.5333 -0.3807 0.10
H 5.2256 2.9000 -1.7609 0.09
H 2.0656 -1.0708 -2.6648 0.17
H 1.0305 -3.9075 -0.5168 0.13
H 0.7831 -3.2059 -2.1353 0.12
H -0.9540 -1.5636 -2.4281 0.12
H -0.5345 -0.5565 -1.0224 0.12
H -2.9464 -0.3559 -1.5089 0.12
H -3.1279 -2.1227 -1.4590 0.13
H -1.4461 0.2856 0.9154 0.11
H -2.7243 -0.0853 2.0856 0.13
H -1.7045 2.4822 0.1397 0.11
H -3.1024 4.3100 -0.7229 0.10
H -5.5475 4.0268 -0.8884 0.10
H -6.5859 1.9015 -0.1847 0.10
H -5.1718 0.0674 0.6828 0.11
H -2.4915 -2.3467 2.0896 0.12
H -2.8566 -3.2690 0.6166 0.12
H -0.4881 -3.5409 1.1758 0.12
H -0.2376 -1.7860 1.2037 0.11
H 3.7444 -1.3400 2.7499 0.09
H 4.2275 0.3086 3.2564 0.09
H 2.5049 -0.1074 3.0507 0.10
```

**Energy above the lowest of the compared OMol25 structures with the same formula, charge and spin**: 1.13 kcal per mole
**E**: -33129.790 eV
**Multiplicity**: 1
**SMILES**: Cn1c(=O)c2[nH]c(CN3CCN(Cc4ccccc4)CC3)nc2n(C)c1=O